# 1
This record from the Open Molecules 2025 dataset describes an isolated ion of composition C7H11ClN4S and charge +2 in a non-equilibrium geometry. The level of theory is ωB97M-V/def2-TZVPD.

XYZ file:
```
24
Properties=species:S:1:pos:R:3:nbo_charge:R:1
C 1.5047 -1.2641 1.4760 -0.356
C 1.2661 -2.6193 1.2685 0.044
C 0.7471 -0.6904 0.4148 0.070
C 0.1003 -1.6224 -0.3600 0.121
C -1.2847 -0.3708 -1.7332 0.503
C 0.1128 1.3634 -0.3523 0.091
C -1.3123 1.9419 1.9727 -0.764
N 0.4443 -2.8257 0.2504 -0.485
N -0.8861 0.8279 -1.3202 -0.647
N -0.8494 -1.5531 -1.3457 -0.505
N 1.2563 1.8413 -1.2168 -0.753
S -0.3863 2.7050 0.6478 0.357
Cl -2.5643 -0.3122 -2.9048 0.174
H 2.3325 -0.8660 1.9676 0.270
H 1.6260 -3.4540 1.8628 0.264
H -0.6756 1.1758 2.4082 0.263
H -2.3503 1.7799 1.7262 0.259
H -1.1956 2.7543 2.8012 0.291
H 0.1990 -3.8118 -0.0313 0.457
H -1.6168 1.5699 -1.5983 0.463
H -1.3812 -2.4311 -1.4726 0.481
H 1.2359 2.8235 -1.5570 0.460
H 1.4334 1.2737 -2.0996 0.462
H 2.2443 1.7641 -0.8042 0.480
```

Properties
charge: +2
orbital gap (alpha / beta): 7.84 / 7.84 eV
ΔE to the lowest compared entry with this formula, charge and spin: 1.534 eV
E_LUMO (alpha / beta): -7.87 / -7.87 eV

# 2
This record from the Open Molecules 2025 dataset describes a single C7H11ClO2S molecule in a non-equilibrium geometry. The level of theory is ωB97M-V/def2-TZVPD.

XYZ file:
```
22
Properties=species:S:1:pos:R:3:nbo_charge:R:1
C 0.1253 -0.4045 -1.0162 -0.614
C 1.6196 0.1058 1.0774 -0.111
C 2.2150 -1.0205 0.4128 -0.288
C -1.6983 -1.2413 1.1528 -0.330
C 1.4186 0.0395 -0.3736 -0.126
C -2.8688 -0.3640 1.0560 -0.705
C 2.1617 1.0761 -1.2142 -0.611
O -1.8464 -2.0486 -1.3103 -0.947
O 0.0205 -2.8580 0.0935 -0.950
S -0.8745 -1.7858 -0.2794 2.118
Cl 3.9742 -1.1434 0.2764 -0.046
H -0.5726 0.4307 -1.0770 0.234
H 0.3053 -0.7856 -2.0215 0.255
H 2.0173 0.8695 1.7094 0.205
H 1.7597 -2.0049 0.4546 0.289
H -1.2795 -1.5679 2.0822 0.223
H -3.2674 -0.4068 0.0446 0.249
H -2.6112 0.6761 1.2898 0.239
H -3.6436 -0.6550 1.7683 0.242
H 2.4514 1.9349 -0.6117 0.221
H 1.5484 1.4276 -2.0397 0.217
H 3.0723 0.6310 -1.6132 0.236
```

Properties
orbital gap (alpha / beta): 8.98 / 7.37 eV
ΔE to the lowest compared entry with this formula, charge and spin: 5.474 eV
E_LUMO (alpha / beta): -0.65 / -1.31 eV

# 3
This record from the Open Molecules 2025 dataset describes C7H11CuF12N2OSSb as an isolated structure. The level of theory is ωB97M-V/def2-TZVPD.

XYZ file:
```
36
Properties=species:S:1:pos:R:3:mulliken_spin:R:1
Cu 0.4986 -0.3779 -0.2441 0.648
C 4.2577 0.6020 -1.5315 0.007
C 2.7517 0.6956 -1.3305 -0.019
O 2.2936 -0.3319 -0.5304 0.152
C 2.4190 2.0513 -0.6615 0.003
F 1.0823 2.1696 -0.4342 0.000
F 2.7867 3.1111 -1.3826 0.000
F 3.0178 2.1347 0.5289 0.000
C 2.0286 0.5716 -2.6912 -0.002
F 2.2208 1.5925 -3.5233 0.000
F 0.6805 0.4651 -2.4863 0.008
F 2.4022 -0.5478 -3.3131 0.000
H 4.7426 0.6732 -0.5610 0.002
H 4.6226 1.3953 -2.1838 0.001
H 4.4897 -0.3657 -1.9690 0.000
C -0.9836 -3.1637 2.0529 -0.001
N -1.6492 -1.8857 2.2662 0.013
C -1.0516 -0.6981 2.2447 -0.001
S 0.6749 -0.5929 2.0706 0.161
N -1.8259 0.3772 2.3246 0.015
C -1.4097 1.7711 2.2398 0.001
H -1.7379 -3.9410 2.1402 0.000
H -0.2076 -3.3267 2.7959 0.001
H -0.5359 -3.2168 1.0605 -0.001
H -2.6554 -1.8880 2.1789 -0.002
H -2.8220 0.2158 2.2620 -0.002
H -0.3294 1.8224 2.1591 -0.002
H -1.7265 2.3069 3.1335 0.000
H -1.8641 2.2259 1.3609 0.000
F -1.3644 -0.5943 -0.5267 0.014
Sb -3.2664 -0.5432 -1.2088 0.000
F -2.5236 -0.0150 -2.8322 0.001
F -2.9494 -2.3491 -1.5578 0.001
F -5.0181 -0.4935 -1.8283 0.000
F -3.8363 -1.0622 0.5299 0.001
F -3.2121 1.2121 -0.5521 0.000
```

Properties
<S²>: 0.75
spin multiplicity: 2
orbital gap (alpha / beta): 9.76 / 7.55 eV
ΔE to the lowest compared entry with this formula, charge and spin: 0.000 eV
E_LUMO (alpha / beta): -0.21 / -2.34 eV

# 4
This record from the Open Molecules 2025 dataset describes a single C7H11F3N2S2 molecule in a non-equilibrium geometry. The level of theory is ωB97M-V/def2-TZVPD.

XYZ file:
```
25
Properties=species:S:1:pos:R:3:nbo_charge:R:1
C -1.3895 -0.1236 0.0868 0.190
C -1.2120 0.0244 -1.2471 -0.511
C 1.5425 -0.2971 0.1272 0.035
C -2.6366 -0.6931 0.6913 -0.649
C 1.0774 -1.5998 -0.4193 -0.657
C 1.2970 1.5862 1.6400 -0.423
C 2.9894 0.0359 -0.0109 0.949
N -0.5272 0.3794 1.0021 -0.366
N 0.7486 0.4998 0.8387 -0.008
F 3.2219 1.3323 -0.3030 -0.326
F 3.7200 -0.2097 1.1135 -0.335
F 3.5771 -0.6733 -0.9796 -0.311
S -3.4423 1.2656 -2.8602 -0.149
S -2.4052 -0.4699 -2.4464 0.114
H -0.3640 0.5526 -1.6567 0.211
H -2.3891 -1.5240 1.3487 0.221
H -3.3132 -1.0424 -0.0823 0.231
H -3.1279 0.0708 1.2905 0.232
H 0.5338 -1.4868 -1.3669 0.254
H 0.3854 -2.0653 0.2826 0.232
H 1.9240 -2.2617 -0.5823 0.243
H 1.4801 2.4582 1.0106 0.232
H 0.5399 1.8412 2.3790 0.247
H 2.2199 1.2983 2.1377 0.225
H -4.4499 1.1020 -1.9940 0.118
```

Properties
orbital gap (alpha / beta): 7.83 / 7.83 eV
ΔE to the lowest compared entry with this formula, charge and spin: 0.000 eV
E_LUMO (alpha / beta): -0.18 / -0.18 eV

# 5
This record from the Open Molecules 2025 dataset describes C7H11F3O3S2 as an isolated structure in a non-equilibrium geometry. The level of theory is ωB97M-V/def2-TZVPD.

XYZ file:
```
26
Properties=species:S:1:pos:R:3:nbo_charge:R:1
C -2.8360 0.7986 0.4356 0.330
C 2.8196 -0.1557 0.0033 -0.388
C 1.9223 0.6399 0.9846 -0.411
C 1.8756 -1.2641 -0.4772 -0.397
C 0.7900 1.2403 0.3665 -0.443
C 0.5707 -0.7102 -1.0660 -0.424
C -0.2108 0.1547 -0.0958 -0.420
O -2.1011 -1.4729 1.2196 -0.944
O -2.3269 -0.8128 -1.1322 -0.937
O -5.1177 -2.4312 -0.3261 -0.158
F -4.0477 1.2836 0.1266 -0.316
F -2.4967 1.3350 1.5893 -0.282
F -1.2993 2.5868 -0.5889 -0.555
S -3.0371 -1.0449 0.2508 1.633
S -1.6215 0.9245 -0.9414 1.241
H 3.0656 0.3640 -0.9031 0.195
H 3.5965 -0.6031 0.4031 0.204
H 1.7929 -0.0546 1.9086 0.213
H 2.7113 1.3176 1.4391 0.227
H 2.3449 -1.9495 -1.2722 0.219
H 1.7184 -2.0242 0.3623 0.207
H 0.3977 2.0105 0.9801 0.241
H 1.1259 1.8315 -0.5351 0.212
H 0.7996 0.0437 -1.9240 0.184
H -0.1215 -1.3737 -1.5752 0.246
H -0.3146 -0.6339 0.7676 0.324
```

Properties
orbital gap (alpha / beta): 7.52 / 7.59 eV
ΔE to the lowest compared entry with this formula, charge and spin: 6.304 eV
E_LUMO (alpha / beta): -2.36 / -2.28 eV

# 6
This record from the Open Molecules 2025 dataset describes an isolated ion of composition C7H11FIN2 and charge +1 in a non-equilibrium geometry. The level of theory is ωB97M-V/def2-TZVPD.

XYZ file:
```
22
Properties=species:S:1:pos:R:3:nbo_charge:R:1
N 2.4701 1.3874 0.5487 -0.687
C 1.5112 1.7622 -0.5624 -0.212
C 0.0730 1.3889 -0.3981 -0.475
C -0.4454 -0.0796 -0.2674 -0.171
C -1.4915 -0.5205 -0.9935 -0.048
C -2.0296 -1.9227 -0.8461 -0.545
C -1.6224 -2.6090 0.4065 0.183
N -0.7796 -2.0927 1.2614 -0.446
C -0.1359 -0.7441 0.9923 0.457
F 1.2134 -0.8558 1.2768 -0.379
I -0.7260 0.5040 2.8819 0.031
H 3.4385 1.5006 0.1346 0.455
H 2.2075 0.4120 0.8365 0.465
H 2.1530 2.0107 1.1910 0.430
H 1.6091 2.8350 -0.6481 0.232
H 2.0328 1.2377 -1.4482 0.221
H -0.4134 1.8208 0.5804 0.253
H -0.3386 1.8146 -1.2467 0.249
H -1.8152 0.1065 -1.8475 0.231
H -3.1062 -1.9510 -0.9719 0.263
H -1.6317 -2.5709 -1.6448 0.275
H -2.1732 -3.4340 0.7646 0.218
```

Properties
charge: +1
SMILES string: [NH3+]CCC1=CCC=N[C@]1(F)I
orbital gap: 8.75 eV
ΔE to the lowest compared entry with this formula, charge and spin: 0.657 eV
E_LUMO: -3.94 eV

# 7
This record from the Open Molecules 2025 dataset describes C7H11IN3 as an isolated structure in a non-equilibrium geometry. The level of theory is ωB97M-V/def2-TZVPD.

XYZ file:
```
22
Properties=species:S:1:pos:R:3:nbo_charge:R:1
C 0.9179 0.6467 -0.2671 -0.067
C 0.9406 1.9245 0.0605 0.181
C -1.0916 1.2421 -0.6218 0.181
C -0.9904 -2.0382 0.0904 -0.423
C -0.6573 -1.0932 -1.0793 -0.241
C -2.3872 -2.0929 0.4636 -0.278
C 2.0471 2.7546 0.7531 -0.613
N -0.2615 0.1919 -0.6875 -0.325
N -0.4054 2.3359 -0.0867 -0.521
N -2.8660 -0.8588 1.1360 -0.753
I -3.1692 0.5984 -0.0696 1.055
H 1.8406 -0.0131 -0.3840 0.251
H -0.6326 -3.0242 -0.0823 0.247
H -0.3638 -1.6702 0.9600 0.223
H 0.1844 -1.5394 -1.5660 0.242
H -1.3966 -0.9116 -1.8808 0.239
H -2.9000 -2.2203 -0.4846 0.168
H -2.8357 -2.8286 1.0504 0.246
H 1.9584 2.6244 1.8069 0.245
H 2.9401 2.4484 0.4450 0.237
H 1.9505 3.7503 0.4851 0.232
H -0.7999 3.3350 0.0607 0.473
```

Properties
charge: +1
orbital gap (alpha / beta): 7.81 / 7.81 eV
ΔE to the lowest compared entry with this formula, charge and spin: 3.858 eV
E_LUMO (alpha / beta): -4.65 / -4.65 eV

# 8
This record from the Open Molecules 2025 dataset describes a single C7H11N molecule in a non-equilibrium geometry. The level of theory is ωB97M-V/def2-TZVPD.

XYZ file:
```
19
Properties=species:S:1:pos:R:3:nbo_charge:R:1
C -2.2323 0.4939 -0.0444 -0.430
N -1.6052 -0.7781 -0.0562 -0.404
C -0.3757 -0.9869 0.7035 -0.102
C 0.8208 -0.0383 1.0910 -0.210
C 0.6200 1.1794 0.1687 -0.428
C 0.7776 0.2461 -0.9604 -0.253
C 1.8837 -0.4565 -0.1286 -0.389
C -0.2195 -0.9944 -0.6953 -0.090
H -3.2931 0.3040 0.1116 0.206
H -1.8088 1.2499 0.6482 0.185
H -2.1526 1.1959 -0.9545 0.185
H -0.4674 -1.9292 1.3979 0.198
H 1.0606 0.0436 2.2035 0.230
H 1.4513 1.8915 0.0919 0.217
H -0.1818 1.8848 0.2285 0.206
H 0.7686 0.3928 -2.0574 0.232
H 1.9532 -1.4973 -0.5419 0.201
H 3.0945 -0.1698 -0.1266 0.225
H -0.0940 -2.0314 -1.0795 0.222
```

Properties
SMILES string: CN1[C@@H]2[C@H]3C[C@H](C3)[C@@H]21
orbital gap: 10.00 eV
ΔE to the lowest compared entry with this formula, charge and spin: 5.563 eV
E_LUMO: 1.05 eV

# 9
This record from the Open Molecules 2025 dataset describes a single C7H11N molecule in a non-equilibrium geometry. The level of theory is ωB97M-V/def2-TZVPD.

XYZ file:
```
19
Properties=species:S:1:pos:R:3:nbo_charge:R:1
C 2.7084 0.0940 -0.5074 -0.613
C 1.5005 -0.1298 0.3285 -0.172
C 0.1504 0.6611 0.6560 -0.336
C -0.9973 1.5500 0.0542 -0.201
C -1.9980 0.7788 -0.3739 -0.205
C -2.0220 -0.7686 -0.2124 -0.265
N -0.7543 -1.5423 0.1118 -0.586
C 0.2398 -0.6539 -0.1074 -0.077
H 3.5797 0.6523 0.1069 0.218
H 2.5012 0.7199 -1.4793 0.217
H 3.0117 -0.9893 -0.7954 0.222
H 1.8819 -0.5307 1.2634 0.205
H 0.3017 0.5025 1.8102 0.217
H -0.9193 2.7083 0.1730 0.224
H -2.9891 1.1391 -0.7095 0.216
H -2.6486 -0.8836 0.7923 0.204
H -2.6185 -1.1584 -1.0676 0.207
H -0.9502 -1.6080 1.1796 0.338
H 0.0220 -0.5414 -1.2228 0.189
```

Properties
SMILES string: C[C@H]1[C@H]2C=CCN[C@H]12
orbital gap: 9.07 eV
ΔE to the lowest compared entry with this formula, charge and spin: 5.598 eV
E_LUMO: 1.13 eV

# 10
This record from the Open Molecules 2025 dataset describes a single C7H11N molecule in a non-equilibrium geometry. The level of theory is ωB97M-V/def2-TZVPD.

XYZ file:
```
19
Properties=species:S:1:pos:R:3:nbo_charge:R:1
C -1.5011 -1.4809 1.1442 -0.602
C -1.2368 0.0856 1.1919 -0.443
C 0.0737 0.3990 0.5736 0.129
N 1.3068 0.2281 1.1269 -0.500
C 2.3209 0.3315 0.2068 -0.093
C 1.8328 0.4500 -1.0885 -0.321
C 0.4648 0.4236 -1.0370 -0.061
C -0.5338 0.7626 -2.0979 -0.651
H -1.4466 -1.7749 0.0103 0.220
H -2.4392 -1.6611 1.7106 0.207
H -0.7822 -2.0132 1.7187 0.201
H -1.0942 0.3631 2.1925 0.207
H -2.0526 0.7545 0.6169 0.222
H 1.6197 -0.0895 2.1002 0.416
H 3.2528 0.3865 0.5648 0.188
H 2.5762 0.3540 -1.8620 0.226
H -1.5256 1.1439 -1.7496 0.217
H -0.0560 1.5304 -2.7428 0.221
H -0.7797 -0.1931 -2.5794 0.216
```

Properties
SMILES string: CCc1[nH]ccc1C
orbital gap: 7.98 eV
ΔE to the lowest compared entry with this formula, charge and spin: 2.550 eV
E_LUMO: 0.99 eV

Number 1: molecular weight 218.71 g mol⁻¹, DFT total energy -36735.093 eV. Number 2: molecular weight 194.68 g mol⁻¹, DFT total energy -34884.933 eV. Number 3: molecular weight 584.53 g mol⁻¹, DFT total energy -107092.928 eV. Number 4: molecular weight 244.31 g mol⁻¹, DFT total energy -40238.538 eV. Number 5: molecular weight 264.29 g mol⁻¹, DFT total energy -43393.843 eV. Number 6: molecular weight 269.08 g mol⁻¹, DFT total energy -21227.138 eV. Number 7: molecular weight 264.09 g mol⁻¹, DFT total energy -19997.144 eV. Number 8: molecular weight 109.17 g mol⁻¹, DFT total energy -8922.166 eV. Number 9: molecular weight 109.17 g mol⁻¹, DFT total energy -8922.131 eV. Number 10: molecular weight 109.17 g mol⁻¹, DFT total energy -8925.178 eV.